No. 1
Entry from the OMol25 dataset: a cluster of 2 separate species, C40H35FN2O4S2 in total (the ωB97M-V functional and the def2-TZVPD basis).

ORCA input file:
```
! RIJCOSX wB97M-V def2-TZVPD def2/J DEFGRID3
* xyz 0 1
C -1.105 -1.657 -6.988
N -0.036 -1.433 -5.999
C 0.977 -0.514 -6.430
C 0.622 0.792 -6.797
C 1.613 1.719 -7.115
C 2.955 1.318 -7.139
C 3.313 0.006 -6.796
C 2.324 -0.906 -6.424
C -0.458 -1.267 -4.655
C 0.152 -2.041 -3.653
C -0.162 -1.822 -2.333
C -1.029 -0.767 -1.930
C -1.323 -0.662 -0.553
C -2.445 -0.086 0.074
C -2.511 -0.155 1.501
C -3.503 0.479 2.207
C -4.482 1.236 1.534
N -5.383 2.031 2.279
C -6.784 2.018 1.825
C -4.915 3.309 2.721
C -4.958 4.400 1.838
C -4.468 5.643 2.233
C -3.993 5.816 3.540
C -3.972 4.738 4.436
C -4.421 3.481 4.023
C -4.518 1.203 0.126
C -3.540 0.535 -0.590
C -1.522 0.092 -2.957
C -1.399 -0.288 -4.283
H -1.760 -2.463 -6.635
H -1.707 -0.748 -7.157
H -0.634 -1.964 -7.931
H -0.433 1.076 -6.778
H 1.323 2.742 -7.372
H 3.724 2.031 -7.434
H 4.355 -0.316 -6.838
H 2.561 -1.927 -6.121
H 0.846 -2.820 -3.954
H 0.259 -2.460 -1.567
H -0.698 -1.256 0.092
H -1.740 -0.714 2.025
H -3.556 0.406 3.295
H -7.382 2.604 2.536
H -6.894 2.444 0.816
H -7.148 0.982 1.813
H -5.340 4.240 0.827
H -4.488 6.475 1.524
H -3.645 6.800 3.861
H -3.629 4.878 5.463
H -4.399 2.616 4.687
H -5.306 1.752 -0.388
H -3.624 0.476 -1.678
H -2.009 1.035 -2.694
H -1.976 0.208 -5.067
F 3.844 -1.330 0.642
C 3.006 -0.807 1.547
S 1.390 -1.460 1.569
C 1.144 -2.746 2.778
C 0.562 -2.456 4.013
C 0.411 -3.485 4.945
C 0.808 -4.787 4.622
C 1.327 -5.073 3.356
C 1.456 -4.057 2.412
O 0.514 -0.355 1.946
O 1.208 -2.196 0.322
S 3.691 -0.516 3.153
C 5.463 -0.363 2.965
C 6.262 -1.488 3.174
C 7.652 -1.365 3.144
C 8.235 -0.118 2.886
C 7.429 1.003 2.653
C 6.037 0.880 2.684
O 3.217 0.752 3.667
O 3.560 -1.733 3.942
H 0.245 -1.436 4.225
H -0.007 -3.256 5.926
H 0.714 -5.585 5.360
H 1.641 -6.082 3.085
H 1.806 -4.261 1.402
H 5.792 -2.442 3.392
H 8.267 -2.249 3.335
H 9.325 -0.025 2.850
H 7.879 1.981 2.460
H 5.389 1.736 2.524
*
```

Calculated values
frontier orbital gap = 0.130 Ha

No. 2
Entry from the OMol25 dataset: a cluster of 7 separate species, C15H33N4O18S3 in total (the ωB97M-V functional and the def2-TZVPD basis).

ORCA input file:
```
! RIJCOSX wB97M-V def2-TZVPD def2/J DEFGRID3
* xyz -1 1
N -3.410 2.292 -18.259
O -4.362 1.497 -18.364
O -2.309 2.068 -18.683
O -3.630 3.426 -17.739
C -2.366 1.997 -13.834
C -2.088 1.485 -15.235
O -1.128 0.477 -15.133
S -1.370 -0.380 -13.725
O -0.117 -0.935 -13.164
O -2.603 -1.181 -13.891
O -1.872 1.016 -12.977
H -3.415 2.045 -13.542
H -1.841 2.925 -13.606
H -1.769 2.301 -15.884
H -2.966 0.954 -15.604
C -7.056 0.737 -15.895
C -6.531 2.082 -15.544
O -6.172 2.251 -14.226
S -6.434 0.857 -13.424
O -7.694 0.854 -12.751
O -5.287 0.564 -12.601
O -6.432 0.022 -14.797
H -6.654 0.286 -16.802
H -8.135 0.587 -15.874
H -7.385 2.753 -15.645
H -5.783 2.552 -16.182
C -1.874 -1.196 -19.459
C -1.566 -1.628 -18.005
O -1.383 -2.941 -17.939
S -1.123 -3.714 -19.416
O -2.172 -4.569 -19.904
O 0.261 -4.257 -19.486
O -1.152 -2.212 -20.230
H -1.484 -0.228 -19.772
H -2.910 -1.207 -19.797
H -2.209 -1.359 -17.167
H -0.572 -1.268 -17.742
C -6.936 4.910 -17.984
C -6.627 5.553 -19.326
O -7.520 5.802 -20.143
N -5.389 5.935 -19.714
C -5.074 6.448 -21.003
H -6.676 3.864 -18.142
H -7.967 5.143 -17.715
H -6.290 5.330 -17.213
H -4.724 5.471 -19.112
H -5.522 5.974 -21.877
H -4.005 6.247 -21.080
H -5.334 7.492 -21.178
C -5.247 -3.128 -17.313
C -5.892 -2.488 -18.519
O -6.829 -3.106 -19.080
N -5.351 -1.317 -18.965
C -5.870 -0.630 -20.188
H -4.547 -2.437 -16.844
H -4.627 -3.933 -17.707
H -6.033 -3.550 -16.686
H -4.753 -0.742 -18.388
H -6.059 -1.394 -20.941
H -5.244 0.191 -20.536
H -6.876 -0.247 -20.014
C -1.922 7.294 -14.703
C -2.357 5.901 -15.188
O -2.758 5.110 -14.307
N -2.334 5.614 -16.462
C -2.003 6.558 -17.536
H -0.837 7.203 -14.752
H -2.282 7.363 -13.676
H -2.350 8.047 -15.364
H -2.836 4.792 -16.766
H -1.851 7.604 -17.270
H -2.775 6.520 -18.305
H -1.011 6.331 -17.929
*
```

Calculated values
energy above the lowest of the compared OMol25 structures with the same formula, charge and spin = 0.0 kcal per mole
frontier orbital gap = 0.349 Ha

No. 3
Entry from the OMol25 dataset: a cluster of 2 separate species, C5H13N2O3 in total (the ωB97M-V functional and the def2-TZVPD basis).

ORCA input file:
```
! RIJCOSX wB97M-V def2-TZVPD def2/J DEFGRID3
* xyz 1 1
C 2.498 -1.962 0.102
C -0.761 2.801 0.665
C -3.459 -0.560 -0.163
C -0.442 2.076 -0.632
C -1.128 -0.179 -0.226
N 3.716 -2.448 0.145
N 1.410 -2.654 0.156
O -0.881 -1.349 0.002
O -2.341 0.316 -0.322
O -0.149 0.680 -0.409
H 0.011 2.606 1.405
H -0.792 3.871 0.472
H -1.724 2.492 1.061
H -3.958 -0.313 0.774
H -3.130 -1.599 -0.149
H -4.131 -0.383 -1.000
H 0.475 2.463 -1.079
H -1.264 2.166 -1.345
H 4.525 -1.844 0.102
H 3.886 -3.440 0.243
H 0.478 -2.174 0.105
H 1.429 -3.661 0.247
H 2.393 -0.885 0.002
*
```

Calculated values
energy above the lowest of the compared OMol25 structures with the same formula, charge and spin = 0.0 kcal per mole
frontier orbital gap = 0.436 Ha

No. 4
Entry from the OMol25 dataset: a structure of composition C11H7NO5Pm (the ωB97M-V functional and the def2-TZVPD basis).

ORCA input file:
```
! RIJCOSX wB97M-V def2-TZVPD def2/J DEFGRID3
* xyz 3 5
O 0.091 4.002 -2.431
C -0.026 2.854 -2.484
Pm -0.250 0.421 -2.116
O 0.063 -0.116 -5.668
C -0.063 0.106 -4.543
C -0.024 -2.011 -2.677
O 0.066 -3.132 -2.403
C -2.648 0.048 -2.503
O -3.786 -0.154 -2.432
C 2.166 0.054 -2.608
O 3.292 -0.137 -2.440
N 0.381 -0.756 0.099
C 0.100 -0.094 1.355
C -1.138 -0.324 1.960
C -1.204 -0.260 3.352
C -0.086 0.145 4.095
C 1.065 0.585 3.435
C 1.140 0.536 2.038
H -0.187 -1.612 0.037
H 1.385 -1.000 0.019
H -1.967 -0.681 1.346
H -2.157 -0.470 3.845
H -0.128 0.106 5.190
H 1.879 1.015 4.018
H 2.035 0.871 1.516
*
```

Calculated values
frontier orbital gap (spin up / spin down) = 0.142 / 0.159 Ha

No. 5
Entry from the OMol25 dataset: the molecule C16H26N6O5S (the ωB97M-V functional and the def2-TZVPD basis).

ORCA input file:
```
! RIJCOSX wB97M-V def2-TZVPD def2/J DEFGRID3
* xyz 0 1
C -4.124 -3.648 -0.889
S -4.484 -3.516 0.875
C -2.953 -4.070 1.708
C -1.828 -4.217 0.706
O -1.539 -5.285 0.201
N -1.187 -3.055 0.417
C -0.106 -2.967 -0.540
C 1.053 -2.193 0.040
O 0.586 -0.895 0.358
C 1.573 -0.093 0.983
C 0.994 1.277 1.255
N 0.724 2.039 0.044
C -0.618 1.957 -0.507
C 1.769 2.699 -0.511
O 2.895 2.643 -0.047
C 1.476 3.508 -1.777
N 2.571 4.385 -2.118
C 3.880 4.129 -2.288
N 4.503 5.219 -2.674
C 3.504 6.145 -2.698
C 3.737 7.576 -3.079
N 5.039 7.828 -3.366
O 2.850 8.398 -3.115
N 2.324 5.688 -2.349
C -2.683 -3.242 2.999
C -3.181 -4.430 3.857
O -4.444 -4.249 4.457
C -3.165 -5.324 2.597
H -5.065 -3.434 -1.393
H -3.382 -2.918 -1.200
H -3.800 -4.652 -1.153
H -1.489 -2.204 0.861
H 0.198 -3.982 -0.787
H -0.441 -2.479 -1.461
H 1.422 -2.688 0.948
H 1.877 -2.140 -0.683
H 1.895 -0.550 1.928
H 2.452 -0.002 0.334
H 0.059 1.179 1.810
H 1.704 1.837 1.862
H -0.697 2.513 -1.435
H -0.875 0.917 -0.706
H -1.342 2.369 0.199
H 1.263 2.824 -2.602
H 0.614 4.158 -1.649
H 4.309 3.158 -2.118
H 5.722 7.093 -3.311
H 5.296 8.763 -3.628
H -1.621 -3.031 3.139
H -3.253 -2.320 3.113
H -2.515 -4.733 4.661
H -5.104 -4.096 3.770
H -4.080 -5.886 2.417
H -2.315 -6.001 2.544
*
```

Calculated values
energy above the lowest of the compared OMol25 structures with the same formula, charge and spin = 46.1 kcal per mole
frontier orbital gap = 0.337 Ha
SMILES = CS[C@]1(C(=O)NCCOCCN(C)C(=O)Cn2cnc(C(N)=O)n2)C[C@H](O)C1

No. 6
Entry from the OMol25 dataset: a cluster of 2 separate species, C14H29N3O5PS in total (the ωB97M-V functional and the def2-TZVPD basis).

ORCA input file:
```
! RIJCOSX wB97M-V def2-TZVPD def2/J DEFGRID3
* xyz 1 1
C 0.756 -3.219 0.423
C 0.685 -1.971 -0.019
N -0.555 -1.249 0.098
C -1.671 -1.461 -0.549
N -2.823 -0.732 -0.217
C -3.056 0.404 -1.155
C -2.086 1.579 -1.030
C -1.587 1.933 0.369
S -2.826 2.008 1.685
C -3.850 -1.759 -0.451
C -3.338 -2.611 -1.632
N -1.875 -2.404 -1.484
C -1.000 -2.606 -2.624
C -0.941 -1.388 -3.513
C 0.242 -1.277 -4.367
O 0.001 -0.437 -3.147
H 1.717 -3.705 0.522
H -0.103 -3.767 0.786
H 1.381 -1.588 -0.756
H -0.594 -0.506 0.783
H -3.067 0.063 -2.196
H -4.059 0.761 -0.938
H -2.617 2.461 -1.390
H -1.240 1.455 -1.709
H -0.750 1.321 0.691
H -1.166 2.935 0.303
H -3.783 2.758 1.126
H -4.853 -1.361 -0.566
H -3.914 -2.422 0.414
H -3.679 -2.195 -2.579
H -3.524 -3.670 -1.498
H -1.309 -3.447 -3.241
H 0.042 -2.762 -2.355
H -1.881 -1.046 -3.934
H 0.233 -0.573 -5.185
H 1.147 -1.825 -4.147
C 3.034 1.159 0.219
O 2.269 0.838 1.394
P 2.390 1.911 2.630
O 1.656 3.057 2.054
O 4.010 2.001 2.590
C 4.823 0.859 2.875
O 2.254 2.168 4.210
C 2.623 3.496 4.642
H 2.380 0.946 -0.626
H 3.322 2.205 0.204
H 3.920 0.527 0.164
H 5.640 0.839 2.155
H 4.264 -0.075 2.792
H 5.233 0.946 3.880
H 1.878 4.211 4.305
H 3.608 3.767 4.268
H 2.639 3.449 5.727
*
```

Calculated values
energy above the lowest of the compared OMol25 structures with the same formula, charge and spin = 0.0 kcal per mole
frontier orbital gap = 0.318 Ha

No. 7
Entry from the OMol25 dataset: a cluster of 2 separate species, C2H5NO2 in total (the ωB97M-V functional and the def2-TZVPD basis).

ORCA input file:
```
! RIJCOSX wB97M-V def2-TZVPD def2/J DEFGRID3
* xyz 1 2
O 2.700 -2.095 -0.699
C 1.765 -2.199 -1.445
H 1.184 -3.161 -1.295
H 1.541 -1.512 -2.188
C -0.658 1.096 0.771
N -1.739 1.894 1.178
O -0.946 0.077 0.228
H 0.366 1.354 1.229
H -1.631 2.683 1.644
H -2.584 1.863 0.577
*
```

Calculated values
energy above the lowest of the compared OMol25 structures with the same formula, charge and spin = 62.1 kcal per mole
frontier orbital gap (spin up / spin down) = 0.210 / 0.088 Ha

No. 8
Entry from the OMol25 dataset: the molecule C3H4N2O (the ωB97M-V functional and the def2-TZVPD basis).

ORCA input file:
```
! RIJCOSX wB97M-V def2-TZVPD def2/J DEFGRID3
* xyz 0 1
O 2.054 0.286 -0.179
C 0.696 0.202 0.019
C 0.057 -0.937 -0.033
C -1.339 -0.542 -0.106
N -1.493 0.712 -0.171
N -0.133 1.381 -0.010
H 2.357 -0.573 0.173
H 0.401 -1.988 0.004
H -2.339 -0.961 0.108
H -0.261 2.421 0.195
*
```

Calculated values
energy above the lowest of the compared OMol25 structures with the same formula, charge and spin = 66.4 kcal per mole
frontier orbital gap = 0.363 Ha
SMILES = Oc1ccn[nH]1

No. 9
Entry from the OMol25 dataset: a structure of composition C45H43BrIrN6O6P (the ωB97M-V functional and the def2-TZVPD basis).

ORCA input file:
```
! RIJCOSX wB97M-V def2-TZVPD def2/J DEFGRID3
* xyz 1 2
Ir -0.042 -0.401 -0.008
Br -3.893 0.356 6.296
C -2.713 0.023 4.862
C -1.838 -1.075 4.924
C -0.968 -1.342 3.897
C -0.944 -0.516 2.762
O -0.032 -0.776 1.845
C -1.817 0.564 2.702
C -1.768 1.461 1.589
N -1.131 1.297 0.483
C -1.282 2.370 -0.493
C -2.357 3.198 -0.606
C -2.343 4.244 -1.567
C -1.272 4.426 -2.391
C -0.169 3.537 -2.321
C 0.961 3.584 -3.171
C 1.927 2.633 -3.048
C 1.774 1.612 -2.078
N 0.754 1.565 -1.266
C -0.203 2.509 -1.376
C -2.697 0.841 3.769
H -1.855 -1.717 5.795
H -0.290 -2.185 3.936
H -2.311 2.395 1.706
H -3.242 3.059 0.003
H -3.203 4.895 -1.641
H -1.264 5.226 -3.121
H 1.030 4.358 -3.926
H 2.792 2.620 -3.696
H 2.498 0.815 -1.999
H -3.359 1.697 3.710
C -4.101 -1.781 -0.521
C -3.877 -3.082 -0.955
C -2.580 -3.551 -1.062
C -1.516 -2.719 -0.726
C -1.738 -1.412 -0.284
C -3.042 -0.943 -0.199
C -0.123 -3.178 -0.693
C 0.333 -4.331 -1.369
C 1.619 -4.724 -1.195
C 2.437 -4.066 -0.243
C 3.708 -4.568 0.121
C 4.406 -4.001 1.148
C 3.847 -2.917 1.855
C 2.637 -2.388 1.498
C 1.924 -2.929 0.410
N 0.671 -2.441 0.078
H -5.115 -1.407 -0.444
H -4.709 -3.726 -1.207
H -2.397 -4.569 -1.385
H -3.255 0.078 0.083
H -0.331 -4.851 -2.044
H 2.016 -5.576 -1.736
H 4.095 -5.434 -0.404
H 5.365 -4.405 1.446
H 4.379 -2.500 2.702
H 2.188 -1.579 2.048
O 0.715 -1.090 -2.192
C -0.192 -0.525 -2.896
O -1.148 0.054 -2.351
C -0.045 -0.522 -4.378
C 0.722 -1.493 -5.004
C 0.876 -1.514 -6.394
C 0.248 -0.516 -7.095
O 0.256 -0.308 -8.442
C -0.594 0.819 -8.681
O -0.992 1.337 -7.406
C -0.503 0.464 -6.471
C -0.686 0.487 -5.116
H 1.205 -2.246 -4.395
H 1.459 -2.274 -6.896
H -1.475 0.496 -9.236
H -0.039 1.581 -9.225
H -1.299 1.230 -4.625
C 5.898 0.752 -0.503
N 4.479 0.413 -0.442
C 4.149 -0.772 -1.243
P 3.441 0.955 0.713
O 2.100 0.301 0.634
N 3.348 2.581 0.443
C 4.115 3.388 -0.489
C 2.547 3.351 1.390
N 3.992 0.673 2.253
C 3.035 0.644 3.362
C 5.330 1.092 2.660
H 6.175 0.977 -1.536
H 6.514 -0.086 -0.163
H 6.133 1.624 0.102
H 4.427 -0.578 -2.283
H 3.083 -0.979 -1.211
H 4.697 -1.651 -0.892
H 4.481 2.782 -1.314
H 4.963 3.890 -0.010
H 3.464 4.159 -0.910
H 3.164 3.919 2.092
H 1.889 2.692 1.957
H 1.915 4.055 0.840
H 2.040 0.396 2.996
H 2.991 1.606 3.885
H 3.336 -0.119 4.084
H 5.459 2.182 2.641
H 6.099 0.633 2.044
H 5.497 0.757 3.683
*
```

Calculated values
energy above the lowest of the compared OMol25 structures with the same formula, charge and spin = 41.2 kcal per mole
frontier orbital gap (spin up / spin down) = 0.251 / 0.218 Ha

No. 10
Entry from the OMol25 dataset: a cluster of 2 separate species, CHFNO2 in total (the ωB97M-V functional and the def2-TZVPD basis).

ORCA input file:
```
! RIJCOSX wB97M-V def2-TZVPD def2/J DEFGRID3
* xyz -1 1
C 2.038 0.232 0.425
N -1.953 0.067 -0.004
O 2.209 1.262 0.934
O 2.047 -0.788 -0.108
F -1.862 0.159 -1.467
H -2.479 -0.932 0.220
*
```

Calculated values
energy above the lowest of the compared OMol25 structures with the same formula, charge and spin = 33.3 kcal per mole
frontier orbital gap = 0.164 Ha

E_tot? In order: -2851.74562, -3359.14557, -533.35503, -1461.46892, -1728.22688, -1830.53295, -284.01197, -301.38145, -5540.15560, -343.73717 a.u..